# C29H27CoN9O2S

C29H27CoN9O2S as an isolated structure (ωB97M-V/def2-TZVPD, OMol25).

Output
Calculated total energy (Eh): -3545.649400
2S+1: 4
Gap between HOMO and LUMO (alpha / beta) (eV): 7.0784 / 7.0633
F_max (Eh/bohr): 0.00728
Total charge: 0
Highest occupied orbital energy (alpha / beta) (eV): -7.53 / -7.53

Each line ends with the Mulliken spin population.
Positions of all 69 atoms, in Å:
Co -0.348 -0.452 0.243  2.731
O 5.503 -4.188 -0.079  0.000
C 4.696 -4.255 0.864  -0.001
O 4.726 -4.881 1.937  0.000
C 3.400 -3.426 0.647  -0.001
C 2.388 -3.439 1.600  0.000
C 1.239 -2.701 1.370  -0.007
N 1.092 -1.985 0.254  0.023
C 2.056 -1.957 -0.667  0.009
C 3.232 -2.667 -0.503  -0.001
C 1.719 -1.127 -1.848  0.009
C 2.418 -1.216 -3.048  0.001
C 1.981 -0.472 -4.129  -0.001
C 0.861 0.336 -3.990  0.002
C 0.234 0.380 -2.758  0.004
N 0.654 -0.325 -1.713  0.022
C 0.086 -2.614 2.303  0.020
C 0.006 -3.378 3.461  0.001
C -1.095 -3.225 4.285  0.000
C -2.088 -2.323 3.934  0.002
C -1.937 -1.609 2.757  0.004
N -0.883 -1.752 1.962  0.020
H 2.564 -4.034 2.485  0.001
H 4.045 -2.671 -1.217  0.001
H 3.272 -1.872 -3.132  0.000
H 2.505 -0.532 -5.074  0.000
H 0.481 0.926 -4.812  0.000
H -0.626 1.016 -2.583  0.001
H 0.791 -4.075 3.713  0.000
H -1.176 -3.805 5.195  0.000
H -2.959 -2.168 4.553  0.000
H -2.677 -0.885 2.435  0.000
C 1.863 4.385 2.540  -0.001
C 0.956 3.529 3.413  0.005
N -0.264 3.138 2.734  0.002
C -0.418 2.083 1.911  0.006
S 0.921 1.032 1.664  0.076
N -1.654 2.021 1.391  -0.010
N -1.825 1.021 0.524  0.000
C -2.947 0.899 -0.103  0.017
C -4.099 1.839 0.052  0.002
C -3.046 -0.264 -1.007  0.011
C -4.125 -0.442 -1.877  0.004
C -4.148 -1.557 -2.696  -0.003
C -3.107 -2.473 -2.638  0.005
C -2.071 -2.224 -1.753  0.005
N -2.042 -1.158 -0.962  0.044
H 2.792 4.617 3.062  0.000
H 1.375 5.324 2.275  0.000
H 2.107 3.853 1.620  0.000
H 0.662 4.072 4.313  0.000
H 1.474 2.625 3.732  -0.002
H -1.074 3.734 2.798  -0.001
H -3.932 2.478 0.914  0.000
H -5.038 1.298 0.180  0.000
H -4.204 2.479 -0.829  0.001
H -4.924 0.283 -1.913  0.000
H -4.976 -1.710 -3.376  0.000
H -3.090 -3.357 -3.258  0.000
H -1.227 -2.899 -1.663  -0.001
N 0.842 3.883 -2.974  0.000
C 2.021 3.318 -2.548  0.000
C 1.747 2.797 -1.319  0.001
N 0.436 3.030 -0.979  0.001
C -0.073 3.684 -1.988  0.000
H 0.693 4.383 -3.831  0.000
H 2.917 3.340 -3.141  0.000
H 2.406 2.266 -0.652  -0.001
H -1.086 4.047 -2.062  0.000

---

# C54H89N10O2

A 10-piece molecular cluster, C54H89N10O2 overall in a non-equilibrium geometry (ωB97M-V/def2-TZVPD, OMol25).

Output
Calculated total energy (Eh): -2808.434763
2S+1: 3
Gap between HOMO and LUMO (alpha / beta) (eV): 7.7096 / 7.7111
F_max (Eh/bohr): 0.12006
Total charge: +1
Highest occupied orbital energy (alpha / beta) (eV): -9.70 / -9.70

Each line ends with the Mulliken spin population.
Positions of all 155 atoms, in Å:
C 1.468 2.741 0.570  0.000
C 1.251 1.385 1.304  0.000
C 1.981 0.340 0.449  0.000
N 2.020 -1.040 1.164  0.000
C 0.550 -1.502 1.199  0.000
C 2.698 -1.034 2.575  0.000
C 3.889 -1.986 2.458  0.000
C 4.206 -1.981 0.926  0.000
C 2.873 -1.969 0.270  0.000
H 0.991 3.513 1.173  0.000
H 1.064 2.848 -0.437  0.000
H 2.520 3.001 0.456  0.000
H 0.170 1.245 1.311  0.000
H 1.561 1.423 2.349  0.000
H 3.007 0.694 0.349  0.000
H 1.569 0.257 -0.556  0.000
H 0.225 -1.752 0.189  0.000
H -0.029 -0.718 1.687  0.000
H 0.498 -2.425 1.776  0.000
H 1.969 -1.174 3.373  0.000
H 3.070 -0.032 2.790  0.000
H 3.741 -3.014 2.790  0.000
H 4.617 -1.550 3.142  0.000
H 4.854 -2.830 0.709  0.000
H 4.781 -1.069 0.772  0.000
H 2.433 -2.962 0.362  0.000
H 2.818 -1.711 -0.788  0.000
C -5.626 0.131 -0.589  0.007
C -6.311 -1.217 -0.876  -0.001
C -6.531 -1.273 -2.426  0.017
C -7.127 -2.563 -2.750  -0.006
C -6.116 -3.704 -2.512  0.006
C -5.649 -3.704 -1.006  -0.003
N -5.455 -2.359 -0.382  0.405
O -4.981 -2.314 0.985  0.538
C -6.491 -4.634 -0.104  0.026
C -4.265 -4.316 -1.085  0.010
C -7.680 -1.133 -0.185  0.024
H -4.577 0.148 -0.886  -0.006
H -5.639 0.334 0.482  0.000
H -6.142 0.992 -1.013  0.000
H -7.273 -0.533 -2.727  -0.001
H -5.574 -1.217 -2.945  -0.002
H -7.312 -2.586 -3.824  0.000
H -8.107 -2.752 -2.311  -0.001
H -5.335 -3.841 -3.260  0.001
H -6.736 -4.596 -2.608  -0.001
H -7.493 -4.281 0.141  -0.003
H -6.613 -5.581 -0.630  0.000
H -6.006 -4.838 0.850  -0.001
H -3.750 -4.365 -0.125  -0.001
H -4.337 -5.358 -1.395  0.000
H -3.680 -3.839 -1.872  -0.003
H -8.253 -0.222 -0.361  0.003
H -7.502 -1.167 0.889  -0.006
H -8.245 -2.050 -0.355  -0.003
C -3.583 7.899 -0.611  -0.002
C -4.982 7.816 -1.232  0.005
C -5.433 9.295 -1.241  0.013
C -6.594 9.587 -2.168  -0.003
C -6.292 9.030 -3.515  0.013
C -5.869 7.538 -3.579  -0.001
N -4.813 7.284 -2.585  0.336
O -4.190 5.940 -2.776  0.600
C -7.233 6.612 -3.392  0.034
C -5.409 7.259 -5.012  0.002
C -5.862 7.010 -0.288  0.022
H -3.606 8.449 0.329  0.000
H -2.847 8.467 -1.181  -0.005
H -3.124 6.930 -0.415  0.000
H -5.824 9.675 -0.297  -0.001
H -4.625 9.953 -1.559  0.001
H -6.773 10.652 -2.319  0.000
H -7.502 9.197 -1.708  0.000
H -5.503 9.675 -3.902  -0.002
H -7.158 9.094 -4.173  0.000
H -7.900 6.641 -4.254  0.000
H -6.993 5.582 -3.130  -0.004
H -7.921 6.976 -2.629  -0.001
H -5.439 6.186 -5.199  0.001
H -6.038 7.705 -5.782  0.000
H -4.397 7.609 -5.216  -0.005
H -6.004 7.429 0.709  0.003
H -5.438 6.007 -0.247  -0.004
H -6.823 6.790 -0.753  -0.002
N 1.407 -7.778 1.030  0.000
C 2.167 -7.281 2.053  0.000
C 1.331 -6.913 3.115  0.000
C 0.030 -7.096 2.683  0.000
C 0.112 -7.686 1.418  0.000
H 1.787 -8.204 0.196  0.000
H 3.245 -7.313 2.100  0.000
H 1.723 -6.424 3.994  0.000
H -0.895 -6.892 3.201  0.000
H -0.669 -8.134 0.822  0.000
N 4.912 -6.296 -2.916  0.000
C 4.688 -5.199 -3.742  0.000
C 5.848 -4.498 -4.002  0.000
C 6.851 -5.225 -3.292  0.000
C 6.257 -6.337 -2.643  0.000
H 4.237 -7.003 -2.662  0.000
H 3.673 -5.028 -4.071  0.000
H 5.904 -3.604 -4.605  0.000
H 7.879 -4.898 -3.264  0.000
H 6.647 -7.185 -2.099  0.000
N 0.191 2.030 -4.784  0.000
C -0.732 1.053 -4.982  0.000
C -0.121 -0.037 -5.657  0.000
C 1.199 0.346 -5.858  0.000
C 1.390 1.644 -5.338  0.000
H -0.008 2.882 -4.279  0.000
H -1.741 1.263 -4.662  0.000
H -0.638 -0.929 -5.980  0.000
H 1.997 -0.138 -6.402  0.000
H 2.178 2.382 -5.306  0.000
N 7.750 -6.970 3.313  0.000
C 8.661 -6.115 2.740  0.000
C 8.927 -5.080 3.562  0.000
C 7.986 -5.164 4.601  0.000
C 7.264 -6.379 4.456  0.000
H 7.464 -7.870 2.954  0.000
H 9.246 -6.427 1.888  0.000
H 9.682 -4.316 3.456  0.000
H 7.764 -4.423 5.356  0.000
H 6.474 -6.833 5.037  0.000
N -1.030 -1.859 6.803  0.000
C -1.216 -0.641 6.194  0.000
C -0.417 0.364 6.713  0.000
C 0.469 -0.279 7.505  0.000
C 0.108 -1.667 7.498  0.000
H -1.626 -2.665 6.680  0.000
H -1.981 -0.414 5.466  0.000
H -0.472 1.438 6.614  0.000
H 1.238 0.141 8.136  0.000
H 0.495 -2.548 7.990  0.000
N 7.189 2.084 -3.821  0.000
C 7.962 1.032 -3.481  0.000
C 7.930 0.910 -2.141  0.000
C 7.248 2.022 -1.604  0.000
C 6.678 2.698 -2.658  0.000
H 6.951 2.198 -4.796  0.000
H 8.374 0.327 -4.188  0.000
H 8.382 0.176 -1.490  0.000
H 7.059 2.286 -0.574  0.000
H 6.119 3.619 -2.728  0.000
N 5.311 3.170 6.062  0.000
C 5.986 3.420 4.899  0.000
C 6.753 2.289 4.544  0.000
C 6.570 1.396 5.573  0.000
C 5.806 1.986 6.566  0.000
H 4.655 3.865 6.389  0.000
H 5.728 4.354 4.421  0.000
H 7.267 2.207 3.598  0.000
H 7.072 0.441 5.524  0.000
H 5.512 1.585 7.524  0.000

---

# C38H30Br2CdIN4O3P

C38H30Br2CdIN4O3P as an isolated structure (ωB97M-V/def2-TZVPD, OMol25).

Output
Calculated total energy (Eh): -7865.717900
Gap between HOMO and LUMO (eV): 7.1941
F_max (Eh/bohr): 0.00614
Total charge: 0
Highest occupied orbital energy (eV): -7.33
Energy relative to the best compared isomer or geometry (same formula, charge and spin) (eV): 0.279

Each line ends with the Mulliken charge.
Positions of all 80 atoms, in Å:
Cd -0.504 -0.765 -0.482  2.334
Br 3.913 1.330 1.152  -0.156
C 2.968 -0.083 1.990  0.109
C 3.535 -0.736 3.094  -0.486
C 2.882 -1.762 3.707  -0.049
Br 3.700 -2.613 5.195  -0.257
C 1.614 -2.189 3.248  0.595
C 0.861 -3.247 3.800  -0.804
C -0.349 -3.581 3.270  -1.236
C -0.841 -2.853 2.175  -0.276
N -0.175 -1.855 1.646  0.392
C 1.048 -1.516 2.140  -0.109
C 1.734 -0.430 1.463  0.119
O 1.212 0.149 0.440  -0.108
H 4.504 -0.419 3.454  0.425
H 1.259 -3.795 4.645  0.349
H -0.927 -4.401 3.671  0.427
H -1.789 -3.105 1.710  0.404
N -2.571 -1.149 -1.519  -0.692
N -2.850 -2.456 -1.028  -0.226
C -1.766 -3.409 -1.111  0.271
O -2.103 -4.580 -1.069  -0.748
O -0.602 -2.903 -1.193  -0.820
H -3.306 -0.526 -1.202  0.188
H -2.522 -1.128 -2.537  0.271
H -3.683 -2.868 -1.430  0.292
I -0.647 2.499 -1.260  0.172
C 1.381 2.933 -1.595  0.389
C 1.861 3.931 -0.798  -0.591
C 3.098 4.542 -1.088  -0.913
C 3.759 4.201 -2.224  -0.851
C 3.282 3.162 -3.062  0.501
C 3.959 2.870 -4.271  -0.743
C 3.533 1.869 -5.088  -1.124
C 2.489 1.030 -4.655  -0.233
C 1.822 1.244 -3.478  0.715
P 0.964 -0.238 -2.786  0.816
C 0.082 -0.875 -4.255  0.723
C -1.083 -0.192 -4.611  -1.030
C -1.847 -0.612 -5.688  -0.481
C -1.460 -1.730 -6.418  -0.560
C -0.304 -2.411 -6.071  -0.747
C 0.468 -1.984 -4.997  0.024
C 2.405 -1.334 -2.512  0.684
C 2.195 -2.702 -2.326  -0.648
C 3.247 -3.528 -1.959  -0.924
C 4.512 -2.998 -1.746  -0.683
C 4.720 -1.636 -1.899  -0.706
C 3.675 -0.807 -2.281  -0.600
C 2.122 2.414 -2.704  0.181
H 1.272 4.285 0.035  0.389
H 3.474 5.320 -0.438  0.429
H 4.665 4.719 -2.513  0.392
H 4.820 3.471 -4.534  0.395
H 4.036 1.664 -6.023  0.399
H 2.261 0.144 -5.236  0.398
H -1.382 0.688 -4.047  0.405
H -2.743 -0.068 -5.959  0.433
H -2.059 -2.066 -7.254  0.388
H 0.000 -3.281 -6.638  0.427
H 1.369 -2.523 -4.736  0.488
H 1.202 -3.121 -2.421  0.416
H 3.067 -4.585 -1.819  0.454
H 5.328 -3.642 -1.445  0.403
H 5.697 -1.209 -1.712  0.453
H 3.859 0.255 -2.379  0.298
N -2.172 0.496 1.287  -0.452
C -3.540 0.567 0.959  0.172
C -4.049 1.690 0.308  -0.217
C -5.367 1.711 -0.122  -0.743
C -6.194 0.615 0.087  -0.539
C -5.688 -0.500 0.744  -0.638
C -4.373 -0.526 1.180  -0.067
H -1.758 1.387 1.526  0.263
H -1.953 -0.194 1.994  0.170
H -3.413 2.553 0.147  0.430
H -5.748 2.591 -0.623  0.397
H -7.221 0.632 -0.251  0.388
H -6.322 -1.359 0.918  0.400
H -3.977 -1.407 1.672  0.287

---

# C6H12N

An isolated ion of composition C6H12N and charge +1 in a non-equilibrium geometry (ωB97M-V/def2-TZVPD, OMol25).

Output
Calculated total energy (Eh): -290.190389
Structure (SMILES): C=CC(=C)CC[NH3+]
Gap between HOMO and LUMO (eV): 9.2991
F_max (Eh/bohr): 0.12718
Total charge: +1
Highest occupied orbital energy (eV): -12.90
Energy relative to the best compared isomer or geometry (same formula, charge and spin) (eV): 3.579

Each line ends with the Mulliken charge.
Positions of all 19 atoms, in Å:
C 1.988 -0.188 2.300  -0.890
C 1.514 -0.380 1.122  -0.321
C 0.341 0.339 0.547  0.492
C -0.809 0.645 1.296  -0.831
C 0.359 0.733 -0.916  -0.481
C -0.485 -0.064 -1.940  -0.655
N -1.606 -0.794 -1.211  -0.302
H 1.440 0.290 3.100  0.263
H 2.516 -0.863 2.738  0.421
H 2.099 -0.710 0.215  0.263
H -1.683 1.192 0.871  0.263
H -0.832 0.396 2.400  0.247
H -0.003 1.734 -0.891  0.367
H 1.473 0.737 -1.268  0.387
H -0.068 -0.973 -2.360  0.350
H -0.697 0.475 -3.026  0.323
H -2.267 0.036 -0.892  0.344
H -1.082 -1.166 -0.373  0.394
H -2.197 -1.439 -1.713  0.365

---

# C34H54O5S5

A 9-piece molecular cluster, C34H54O5S5 overall in a non-equilibrium geometry (ωB97M-V/def2-TZVPD, OMol25).

Output
Calculated total energy (Eh): -3694.415354
Gap between HOMO and LUMO (eV): 8.5774
F_max (Eh/bohr): 0.20530
Total charge: 0
Highest occupied orbital energy (eV): -8.29

Each line ends with the Mulliken charge.
Positions of all 98 atoms, in Å:
C -26.443 17.016 56.070  -0.186
S -27.229 18.130 57.242  0.389
O -26.303 18.518 58.376  -0.640
C -27.182 19.543 56.228  -0.166
H -27.233 16.564 55.324  0.258
H -25.975 16.107 56.811  0.270
H -25.690 17.449 55.715  -0.207
H -27.637 19.471 55.209  0.164
H -26.222 19.826 55.937  -0.078
H -27.638 20.466 56.669  0.248
C -24.179 18.237 47.813  -1.301
S -23.281 18.968 49.115  0.699
O -23.841 20.357 49.364  -0.700
C -23.820 17.945 50.343  -0.422
H -25.244 18.331 48.084  0.311
H -23.861 17.217 47.722  0.380
H -23.981 18.801 47.033  0.498
H -23.576 16.899 50.419  0.484
H -24.931 18.008 50.307  0.497
H -23.745 18.496 51.288  -0.461
C -27.664 23.694 55.132  -0.776
S -26.080 23.795 55.859  0.249
O -25.602 22.244 55.676  -0.425
C -25.310 24.642 54.529  -0.592
H -27.817 22.930 54.369  0.166
H -28.134 24.708 54.976  0.375
H -28.207 23.293 56.131  0.286
H -25.636 25.671 54.355  0.488
H -25.327 24.131 53.387  0.050
H -24.305 24.534 54.805  0.177
C -20.870 17.221 52.071  -1.178
S -19.981 16.504 50.596  0.421
O -20.927 16.563 49.479  -0.568
C -18.901 17.894 50.386  -0.952
H -21.023 18.301 51.945  0.237
H -20.560 16.816 52.959  0.757
H -21.826 16.830 51.956  0.236
H -18.338 17.596 49.664  0.518
H -18.478 17.992 51.442  0.354
H -19.442 18.942 50.045  0.122
C -25.199 20.810 52.687  0.281
S -24.148 20.175 53.987  0.718
O -24.035 18.653 53.870  -0.631
C -22.552 20.796 53.377  -0.871
H -26.116 20.437 52.727  -0.376
H -24.801 20.580 51.726  0.345
H -25.063 21.916 52.676  -0.129
H -22.416 21.845 53.691  0.361
H -22.611 20.811 52.454  0.006
H -21.811 19.968 53.599  0.342
C -22.125 22.911 50.637  -0.372
C -20.939 23.071 51.554  -0.740
C -20.909 24.192 52.360  0.004
C -21.797 25.190 52.490  -0.624
C -22.895 25.122 51.572  -0.295
C -23.110 23.936 50.639  -0.700
H -22.225 22.072 50.048  0.706
H -20.135 22.442 51.342  0.577
H -19.881 24.216 52.868  0.191
H -21.547 26.054 53.191  0.339
H -23.845 25.771 51.490  0.309
H -23.972 23.898 50.086  0.602
C -21.287 13.156 56.594  -0.607
C -20.970 13.274 54.996  -0.369
C -21.252 14.366 54.303  -0.223
C -21.980 15.479 54.880  0.010
C -22.117 15.536 56.296  -0.643
C -21.889 14.241 57.063  -0.327
H -21.179 12.459 57.260  0.533
H -20.466 12.351 54.439  0.209
H -20.959 14.356 53.286  0.341
H -22.325 16.237 54.209  0.354
H -22.631 16.371 56.793  0.411
H -22.159 14.286 58.099  0.326
C -29.977 20.510 52.087  -0.374
C -31.452 20.346 52.507  -0.275
C -31.844 19.085 53.021  -0.598
C -30.906 18.034 53.143  -0.260
C -29.550 18.100 52.915  -0.843
C -29.018 19.408 52.371  -0.258
H -29.637 21.591 51.573  0.224
H -32.265 21.151 52.502  0.282
H -32.701 18.831 53.300  0.594
H -31.235 17.047 53.618  0.193
H -29.049 17.308 53.037  0.777
H -27.953 19.519 52.150  0.498
C -21.200 23.794 56.947  -0.193
C -19.827 23.934 56.569  -0.695
C -18.897 24.430 57.636  -0.364
C -19.310 24.824 58.872  -0.413
C -20.669 24.653 59.168  -0.224
C -21.676 24.145 58.174  -0.510
H -21.757 23.330 56.198  0.608
H -19.415 23.701 55.676  0.605
H -17.870 24.489 57.519  0.400
H -18.585 25.207 59.802  0.198
H -21.007 25.110 60.114  0.293
H -22.682 24.019 58.695  0.292

---

# C6H4O

A single C6H4O molecule in a non-equilibrium geometry (ωB97M-V/def2-TZVPD, OMol25).

Output
Calculated total energy (Eh): -306.084969
Structure (SMILES): C#Cc1ccoc1
Gap between HOMO and LUMO (eV): 9.1158
F_max (Eh/bohr): 0.18532
Total charge: 0
Highest occupied orbital energy (eV): -8.87
Energy relative to the best compared isomer or geometry (same formula, charge and spin) (eV): 3.444

Each line ends with the Mulliken charge.
Positions of all 11 atoms, in Å:
C 2.883 -0.073 -0.291  -0.316
C 1.632 -0.268 0.130  -0.291
C 0.204 -0.173 0.418  0.574
C -0.653 0.994 0.259  -0.379
C -1.906 0.539 -0.149  -0.152
O -1.905 -0.724 -0.230  -0.247
C -0.682 -1.280 0.347  -0.433
H 3.916 0.233 -0.302  0.374
H -0.134 2.015 0.436  0.288
H -2.845 1.124 -0.500  0.315
H -0.510 -2.386 -0.118  0.267